## i
Density functional theory data (ωB97M-V/def2-TZVPD) for a single C5H8N2S molecule.

```
! wB97M-V def2-TZVPD RIJCOSX def2/J DEFGRID3
* xyz 0 1
C 0.721 -0.479 -1.236
C 0.639 1.048 -1.062
C -0.511 1.251 -0.105
C -0.850 1.996 1.142
C -0.196 0.646 1.237
H 1.384 -0.377 -2.981
H 1.585 1.413 -0.669
H 0.463 1.491 -2.038
H -1.427 0.827 -0.530
H -0.233 2.844 1.539
H -1.899 2.117 1.323
H 0.859 0.703 1.502
H 0.515 -2.308 -0.390
N 1.110 -1.080 -2.298
N 0.435 -1.302 -0.125
S -0.680 -1.051 1.209
*
```

The orbital gap comes out at 8.83 eV.


## ii
Density functional theory data (ωB97M-V/def2-TZVPD) for a single C5H8N2S molecule.

```
! wB97M-V def2-TZVPD RIJCOSX def2/J DEFGRID3
* xyz 0 1
C 2.232 0.417 0.595
C 0.021 -0.125 -0.042
C -0.563 -0.415 1.184
C -2.001 -0.507 0.963
C -2.195 -0.406 -0.397
H 2.057 1.198 1.361
H 2.437 -0.579 1.170
H 3.140 0.688 0.125
H 1.612 -0.512 -1.157
H -0.126 -0.270 2.150
H -2.751 -0.470 1.761
H -3.182 -0.320 -0.949
H -0.273 1.292 -2.651
N 1.298 0.181 -0.491
N -0.994 -0.144 -0.956
S -0.711 -0.030 -2.666
*
```

The orbital gap comes out at 8.30 eV.


Winner for stability: ii


## i
Density functional theory data (ωB97M-V/def2-TZVPD) for 3 unconnected molecules or ions with the total composition C5H18N2O2S.

```
! wB97M-V def2-TZVPD RIJCOSX def2/J DEFGRID3
* xyz 0 1
C -0.097 0.229 -2.196
C -0.349 1.710 -1.677
S -2.138 1.933 -1.344
C -0.634 -0.944 -1.302
N 0.361 -1.083 -0.214
C -0.345 -1.762 1.018
C 0.682 -2.659 1.753
N 1.873 -2.076 2.289
H -0.597 0.271 -3.169
H 1.039 0.161 -2.484
H 0.081 1.742 -0.614
H -0.167 2.431 -2.618
H -2.209 1.716 -0.086
H -1.698 -0.818 -1.027
H -0.578 -1.939 -1.781
H 0.844 -0.251 0.042
H -0.772 -0.986 1.685
H -1.219 -2.266 0.582
H 0.941 -3.561 1.064
H 0.080 -3.211 2.556
H 1.772 -1.676 3.229
H 2.251 -1.376 1.650
H 2.275 1.320 1.226
H 3.267 0.413 0.138
O 2.499 1.069 0.290
H 0.008 1.942 1.918
H 0.034 0.551 2.495
O -0.290 1.090 1.784
*
```

The orbital gap comes out at 8.33 eV.


## ii
Density functional theory data (ωB97M-V/def2-TZVPD) for 3 unconnected molecules or ions with the total composition C5H18N2O2S.

```
! wB97M-V def2-TZVPD RIJCOSX def2/J DEFGRID3
* xyz 0 1
N -1.820 0.401 -1.080
C -1.086 0.582 0.164
C -1.458 -0.463 1.222
S -0.999 -2.147 0.898
C 0.446 0.539 -0.211
N 1.132 1.652 0.456
C 2.422 1.236 1.042
C 2.046 0.480 2.286
H -1.733 -0.502 -1.449
H 0.122 -2.440 1.737
H -2.862 0.461 -0.989
H -1.348 1.590 0.579
H -0.823 -0.075 2.080
H -2.557 -0.412 1.509
H 0.604 0.564 -1.369
H 1.021 -0.464 0.094
H 1.183 2.426 -0.203
H 2.927 2.227 1.561
H 3.200 0.716 0.399
H 1.101 0.063 2.324
H 3.026 -0.036 2.624
H 2.035 1.271 3.238
H 0.249 1.803 -2.420
H -0.514 2.772 -3.438
O 0.303 2.618 -2.997
H -1.009 -2.700 -1.763
H 0.336 -2.241 -1.258
O -0.099 -2.530 -2.039
*
```

The orbital gap comes out at 9.54 eV.


Winner for stability: i


## i
Density functional theory data (ωB97M-V/def2-TZVPD) for a gas-phase ion, C4H9NOP (charge +1).

```
! wB97M-V def2-TZVPD RIJCOSX def2/J DEFGRID3
* xyz 1 1
C -1.334 -1.116 -0.913
C 0.384 -0.449 0.897
C 1.629 1.132 -0.322
C 1.574 -0.347 0.118
N -0.971 -0.296 -0.036
O 0.125 -0.531 2.047
P -2.051 0.996 0.734
H -2.121 -0.863 -1.658
H -0.615 -1.861 -1.379
H 0.672 1.356 -0.814
H 2.559 1.406 -0.942
H 1.737 1.720 0.554
H 2.342 -0.672 0.836
H 1.518 -0.886 -0.854
H -2.319 0.002 1.733
H -3.128 0.410 0.000
*
```

The orbital gap comes out at 10.47 eV.


## ii
Density functional theory data (ωB97M-V/def2-TZVPD) for a gas-phase ion, C4H9NOP (charge +1).

```
! wB97M-V def2-TZVPD RIJCOSX def2/J DEFGRID3
* xyz 1 1
C 1.305 1.962 -1.128
C -0.501 0.641 0.088
C -1.829 0.422 0.674
C -0.223 -1.840 -0.085
N 0.148 -0.476 -0.097
O 1.652 2.886 -0.536
P 1.709 0.303 -0.199
H 0.368 1.844 -1.759
H -2.223 1.403 1.052
H -2.448 -0.016 -0.058
H -1.776 -0.310 1.562
H -1.141 -1.984 -0.636
H -0.435 -2.161 0.954
H 0.631 -2.467 -0.475
H 2.039 0.368 1.073
H 2.724 -0.576 -0.432
*
```

The orbital gap comes out at 9.46 eV.


Winner for stability: i


## i
Density functional theory data (ωB97M-V/def2-TZVPD) for 2 unconnected molecules or ions with the total composition C3H10S2.

```
! wB97M-V def2-TZVPD RIJCOSX def2/J DEFGRID3
* xyz 0 1
C 2.229 -3.111 -1.033
S 0.564 -2.837 -1.715
H 2.710 -2.163 -0.842
H 2.049 -3.528 -0.044
H 2.844 -3.697 -1.692
H 0.026 -4.058 -1.572
C -2.431 2.191 0.782
C -1.016 1.796 0.391
S 0.050 2.633 1.623
H -2.501 3.250 0.574
H -2.749 2.010 1.803
H -3.202 1.674 0.114
H -0.832 0.727 0.372
H -0.805 2.130 -0.632
H 0.177 1.668 2.599
*
```

The orbital gap comes out at 9.69 eV.


## ii
Density functional theory data (ωB97M-V/def2-TZVPD) for 2 unconnected molecules or ions with the total composition C3H10S2.

```
! wB97M-V def2-TZVPD RIJCOSX def2/J DEFGRID3
* xyz 0 1
C 2.687 1.660 1.938
S 2.118 0.192 2.811
H 3.692 2.002 2.158
H 2.651 1.397 0.882
H 2.045 2.520 2.128
H 1.893 0.758 4.002
C -0.849 -0.935 -3.337
C -1.441 -1.324 -1.979
S -2.542 -0.090 -1.245
H -0.078 -0.173 -3.242
H -1.655 -0.479 -3.911
H -0.443 -1.800 -3.846
H -2.031 -2.224 -2.095
H -0.682 -1.524 -1.232
H -1.692 0.421 -0.349
*
```

The orbital gap comes out at 9.67 eV.


Winner for stability: ii


## i
Density functional theory data (ωB97M-V/def2-TZVPD) for 2 unconnected molecules or ions with the total composition C2H6N4.

```
! wB97M-V def2-TZVPD RIJCOSX def2/J DEFGRID3
* xyz 0 1
C 0.673 0.116 -0.596
C 1.557 -0.905 0.035
N -2.673 -0.844 -0.523
N -2.252 -0.047 0.129
N 0.493 1.315 -0.292
N -1.811 0.774 0.900
H -0.142 -0.299 -1.187
H 0.945 -1.570 0.822
H 2.460 -0.428 0.470
H 1.877 -1.529 -0.834
H 1.158 1.742 0.296
H -2.285 1.674 0.780
*
```

The orbital gap comes out at 10.46 eV.


## ii
Density functional theory data (ωB97M-V/def2-TZVPD) for a molecular structure, C2H6N4.

```
! wB97M-V def2-TZVPD RIJCOSX def2/J DEFGRID3
* xyz 0 1
C -0.306 -0.029 -0.399
C 1.621 0.583 0.900
N -0.006 -0.581 -1.542
N -1.637 -0.421 -0.335
N -1.348 -1.125 -1.579
N 0.223 0.840 0.596
H 1.749 1.036 1.908
H 1.976 -0.369 0.893
H 2.175 1.139 0.079
H -2.155 -0.824 0.375
H -1.906 -0.880 -2.307
H -0.386 0.630 1.411
*
```

The orbital gap comes out at 9.50 eV.


Winner for stability: i


## i
Density functional theory data (ωB97M-V/def2-TZVPD) for 2 unconnected molecules or ions with the total composition CH2N2OS2.

```
! wB97M-V def2-TZVPD RIJCOSX def2/J DEFGRID3
* xyz 0 1
C -0.698 0.682 -0.136
N 2.104 -1.260 0.078
N 1.056 -0.849 0.096
O 3.281 -1.306 0.085
S -1.796 -0.715 0.046
S -0.849 2.274 0.038
H -0.981 -1.867 -0.321
H -2.118 3.040 0.115
*
```

The orbital gap comes out at 8.24 eV.


## ii
Density functional theory data (ωB97M-V/def2-TZVPD) for a single CH2N2OS2 molecule.

```
! wB97M-V def2-TZVPD RIJCOSX def2/J DEFGRID3
* xyz 0 1
C 0.584 0.406 0.053
N -1.214 -0.652 -1.872
N 0.190 0.334 1.325
O -0.688 -1.748 -1.764
S -0.861 0.658 -1.007
S 2.067 0.330 -0.580
H -0.693 0.688 1.687
H 0.613 -0.017 2.157
*
```

The orbital gap comes out at 8.44 eV.


Winner for stability: ii


## i
Density functional theory data (ωB97M-V/def2-TZVPD) for a molecular structure, C18H27BF2O7Pb.

```
! wB97M-V def2-TZVPD RIJCOSX def2/J DEFGRID3
* xyz 0 1
Pb 0.811 0.482 1.635
C 1.800 -2.763 -0.502
C 0.505 -2.556 -1.253
O -0.373 -1.813 -0.443
C -1.654 -1.625 -1.016
C -2.220 -0.316 -0.540
O -1.380 0.708 -1.031
C -1.891 2.006 -0.801
C -0.928 2.986 -1.414
O 0.284 2.971 -0.681
C 1.433 3.240 -1.455
C 1.935 2.037 -2.232
O 2.427 1.081 -1.320
C 2.941 -0.067 -1.953
C 3.426 -1.029 -0.890
O 2.405 -1.556 -0.067
H 2.489 -3.331 -1.138
H 1.600 -3.346 0.396
H 0.079 -3.542 -1.485
H 0.668 -2.029 -2.201
H -2.313 -2.453 -0.734
H -1.568 -1.599 -2.108
H -2.274 -0.284 0.553
H -3.238 -0.202 -0.939
H -1.986 2.192 0.273
H -2.875 2.116 -1.277
H -1.364 3.992 -1.401
H -0.756 2.702 -2.459
H 2.213 3.545 -0.756
H 1.247 4.069 -2.150
H 2.736 2.366 -2.911
H 1.136 1.597 -2.844
H 3.796 0.199 -2.594
H 2.179 -0.528 -2.594
H 4.103 -0.488 -0.227
H 3.989 -1.842 -1.365
C 0.547 0.957 6.326
C 0.101 0.865 4.886
O 0.996 0.826 4.036
C -1.326 0.829 4.581
C -2.227 0.517 5.621
C -3.584 0.487 5.431
C -4.090 0.816 4.166
C -3.251 1.146 3.136
C -1.840 1.148 3.287
O -1.112 1.477 2.264
H 1.604 1.206 6.342
H 0.413 -0.012 6.811
H -0.026 1.695 6.886
H -1.832 0.274 6.598
H -4.249 0.223 6.241
H -5.161 0.812 4.000
H -3.642 1.407 2.160
F -1.534 -1.880 2.327
B -0.214 -1.655 2.225
F 0.515 -2.765 2.452
*
```

The orbital gap comes out at 7.87 eV.


## ii
Density functional theory data (ωB97M-V/def2-TZVPD) for a molecular structure, C18H27BF2O7Pb.

```
! wB97M-V def2-TZVPD RIJCOSX def2/J DEFGRID3
* xyz 0 1
Pb -0.038 -0.160 0.511
C 2.158 -2.748 -1.084
C 1.241 -2.663 -2.290
O -0.004 -2.142 -1.877
C -0.928 -1.982 -2.938
C -1.868 -0.844 -2.631
O -1.170 0.369 -2.818
C -1.833 1.503 -2.309
C -0.947 2.704 -2.536
O 0.231 2.610 -1.758
C 1.445 2.660 -2.476
C 1.731 1.405 -3.281
O 1.895 0.267 -2.455
C 3.219 -0.098 -2.146
C 3.283 -0.622 -0.722
O 2.262 -1.533 -0.365
H 3.145 -3.106 -1.402
H 1.749 -3.470 -0.376
H 1.125 -3.678 -2.695
H 1.657 -2.022 -3.072
H -1.497 -2.908 -3.082
H -0.395 -1.756 -3.870
H -2.238 -0.936 -1.603
H -2.738 -0.894 -3.299
H -2.036 1.389 -1.234
H -2.798 1.657 -2.811
H -1.490 3.611 -2.254
H -0.711 2.773 -3.604
H 2.225 2.806 -1.726
H 1.465 3.527 -3.151
H 2.617 1.571 -3.907
H 0.890 1.187 -3.940
H 3.905 0.754 -2.217
H 3.573 -0.858 -2.856
H 3.158 0.213 -0.031
H 4.268 -1.073 -0.547
C 1.075 -0.467 5.052
C 0.193 -0.151 3.864
O 0.649 -0.490 2.762
C -1.096 0.483 4.075
C -1.552 0.638 5.407
C -2.747 1.226 5.717
C -3.548 1.711 4.668
C -3.148 1.594 3.367
C -1.916 0.975 3.003
O -1.619 0.925 1.754
H 2.034 -0.811 4.676
H 0.626 -1.260 5.653
H 1.216 0.400 5.695
H -0.938 0.265 6.215
H -3.068 1.316 6.745
H -4.497 2.184 4.891
H -3.759 1.965 2.554
F -2.435 -2.453 0.312
B -1.217 -2.255 0.858
F -0.806 -3.305 1.579
*
```

The orbital gap comes out at 7.76 eV.


Winner for stability: i


## i
Density functional theory data (ωB97M-V/def2-TZVPD) for a single C3H6O2 molecule.

```
! wB97M-V def2-TZVPD RIJCOSX def2/J DEFGRID3
* xyz 0 1
O -1.677 -0.469 -0.184
C -0.939 0.718 -0.013
C 0.549 0.476 0.104
C 1.098 -0.856 0.342
O 1.098 -0.286 -0.966
H -1.345 -0.885 -0.991
H -1.101 1.409 -0.856
H -1.318 1.205 0.891
H 1.143 1.343 0.399
H 0.413 -1.690 0.475
H 2.080 -0.964 0.801
*
```

The orbital gap comes out at 11.29 eV.


## ii
Density functional theory data (ωB97M-V/def2-TZVPD) for 2 unconnected molecules or ions with the total composition C3H6O2.

```
! wB97M-V def2-TZVPD RIJCOSX def2/J DEFGRID3
* xyz 0 1
O 2.025 -1.006 1.705
C 2.472 0.069 1.432
H 1.970 0.782 0.756
H 3.426 0.429 1.860
C -1.712 0.680 -1.225
C -1.202 -0.528 -1.022
O -0.937 -1.106 0.190
H -1.821 0.967 -2.258
H -2.015 1.356 -0.438
H -0.959 -1.165 -1.856
H -1.246 -0.477 0.855
*
```

The orbital gap comes out at 10.04 eV.


## iii
Density functional theory data (ωB97M-V/def2-TZVPD) for a single C3H6O2 molecule.

```
! wB97M-V def2-TZVPD RIJCOSX def2/J DEFGRID3
* xyz 0 1
C 1.234 -0.292 0.019
C -0.070 0.519 0.196
O -0.318 1.341 -0.911
C -1.226 -0.447 0.366
O -2.041 -0.616 -0.515
H 2.017 -0.008 0.727
H 1.080 -1.374 0.100
H 1.576 -0.062 -0.991
H -0.006 1.150 1.093
H -0.979 0.864 -1.441
H -1.277 -1.023 1.308
*
```

The orbital gap comes out at 11.23 eV.


Winner for stability: iii